No. 1
ORCA calculation (wB97M-V/def2-TZVPD) on the ion C5H11BNO3 with charge -1.

frontier orbital gap	0.2160	hartree
structure (SMILES)	C/C=C(\[O-])OB(O)N(C)C
spin multiplicity	1
charge	-1
ΔE to the lowest compared entry with this formula, charge and spin	7.0	kcal per mole

Positions of all 21 atoms, in Å:
C  -3.32  -0.39  -0.74
C  -1.90  0.27  -0.69
C  -1.62  1.24  0.22
O  -2.26  1.63  1.17
O  -0.44  2.06  -0.10
B  0.87  1.73  -0.20
O  1.81  2.70  -0.53
N  1.41  0.44  0.26
C  0.58  -0.26  1.17
C  2.68  -0.06  0.05
H  -3.67  -0.35  0.22
H  -4.00  0.15  -1.33
H  -3.07  -1.37  -1.10
H  -1.27  0.24  -1.55
H  1.30  3.44  -0.32
H  0.23  0.48  1.93
H  1.29  -1.02  1.71
H  -0.11  -0.79  0.51
H  3.50  0.21  0.91
H  2.64  -1.11  0.15
H  3.02  0.26  -0.91


No. 2
ORCA calculation (wB97M-V/def2-TZVPD) on a cluster of 2 separate species, C5H11BO3 in total.

frontier orbital gap	0.2472	hartree
spin multiplicity	1
ΔE to the lowest compared entry with this formula, charge and spin	152.0	kcal per mole

Positions of all 20 atoms, in Å:
B  -1.86  -0.82  -0.70
C  -1.24  0.51  -0.70
C  0.69  0.20  0.55
C  -1.68  1.87  -0.48
C  1.55  1.30  0.90
C  2.43  -1.45  0.61
O  -2.86  -0.91  -1.69
O  -1.32  -1.89  -0.04
O  1.02  -0.96  0.44
H  -0.94  2.69  -0.62
H  -2.21  1.93  0.65
H  -2.49  2.02  -1.20
H  2.17  1.44  -0.07
H  0.96  2.24  1.16
H  2.30  1.13  1.67
H  2.59  -1.21  1.59
H  3.07  -0.99  -0.12
H  2.45  -2.53  0.50
H  -3.10  -1.85  -2.02
H  -1.52  -2.74  -0.44


No. 3
ORCA calculation (wB97M-V/def2-TZVPD) on a cluster of 2 separate species, C5H11BrN in total.

frontier orbital gap	0.2635	hartree
spin multiplicity	1
charge	+1
ΔE to the lowest compared entry with this formula, charge and spin	83.8	kcal per mole

Positions of all 18 atoms, in Å:
C  -0.78  -3.15  -0.67
C  -0.18  -2.49  0.30
C  1.15  1.65  0.56
C  -1.16  0.61  0.66
C  -0.28  1.59  0.02
N  -0.38  1.80  -1.35
Br  -2.70  0.02  -0.15
H  -0.62  -4.21  -0.78
H  -1.44  -2.69  -1.38
H  0.48  -2.96  1.01
H  1.71  0.78  0.21
H  1.17  1.67  1.64
H  1.65  2.54  0.19
H  -1.10  0.47  1.73
H  -0.82  2.44  0.55
H  0.44  2.06  -1.87
H  -1.10  1.32  -1.87
H  -0.30  -1.41  0.44


No. 4
ORCA calculation (wB97M-V/def2-TZVPD) on a cluster of 2 separate species, C5H11BrNS in total.

frontier orbital gap (spin up / spin down)	0.2785 / 0.3161	hartree
spin multiplicity	3
charge	+1

Positions of all 19 atoms, in Å:
C  -1.56  2.93  0.83
C  0.84  -1.76  -1.53
C  0.53  -0.94  1.26
C  0.56  1.09  0.31
C  -0.19  -0.71  -1.05
N  -0.23  -0.10  0.34
S  -1.37  4.40  1.22
Br  -3.01  1.78  0.70
H  1.79  -1.41  -1.14
H  0.80  -2.79  -1.22
H  0.85  -1.71  -2.58
H  1.70  -0.86  1.08
H  0.29  -0.68  2.26
H  0.19  -2.05  1.18
H  0.72  1.76  1.15
H  0.56  1.82  -0.46
H  -1.21  -1.13  -1.25
H  -0.12  0.18  -1.70
H  -1.15  0.20  0.58


No. 5
ORCA calculation (wB97M-V/def2-TZVPD) on an isolated molecule of C5H11ClNP.

frontier orbital gap	0.3634	hartree
structure (SMILES)	C=C(CC)[C@@H](Cl)PN
spin multiplicity	1
ΔE to the lowest compared entry with this formula, charge and spin	27.1	kcal per mole

Positions of all 19 atoms, in Å:
C  -1.23  0.75  -1.77
C  -0.67  0.78  -0.57
C  -1.56  0.99  0.68
C  -1.76  -0.50  1.18
C  1.11  0.45  -0.48
Cl  1.71  1.76  0.60
P  1.29  -1.32  -0.05
N  3.05  -1.38  -0.36
H  -0.81  0.37  -2.72
H  -2.33  0.78  -1.91
H  -1.06  1.54  1.49
H  -2.50  1.45  0.28
H  -0.76  -0.97  1.28
H  -2.22  -0.52  2.17
H  -2.21  -1.03  0.32
H  1.38  0.67  -1.50
H  1.51  -1.34  1.40
H  3.44  -0.46  -0.23
H  3.63  -2.03  0.19


No. 6
ORCA calculation (wB97M-V/def2-TZVPD) on a cluster of 2 separate species, C5H11ClSi in total.

frontier orbital gap (spin up / spin down)	0.2804 / 0.3154	hartree
spin multiplicity	3
ΔE to the lowest compared entry with this formula, charge and spin	22.6	kcal per mole

Positions of all 18 atoms, in Å:
C  -1.55  1.19  -0.98
C  -1.11  1.50  0.18
C  -2.87  1.50  -1.66
C  2.85  0.35  -0.72
C  1.77  -1.86  1.40
Si  1.73  0.01  0.89
Cl  2.21  0.90  2.65
H  -1.03  0.40  -1.49
H  -1.65  2.05  0.94
H  -3.29  0.53  -1.97
H  -2.81  2.22  -2.45
H  -3.67  2.04  -1.02
H  3.84  0.42  -0.39
H  2.62  -0.66  -1.14
H  2.59  1.21  -1.39
H  2.78  -2.26  1.49
H  1.24  -1.96  2.31
H  1.24  -2.57  0.67


No. 7
ORCA calculation (wB97M-V/def2-TZVPD) on a structure of composition C5H11CsO4.

frontier orbital gap	0.1649	hartree
spin multiplicity	1
ΔE to the lowest compared entry with this formula, charge and spin	1.9	kcal per mole

Positions of all 21 atoms, in Å:
O  -1.48  1.98  1.71
C  -0.31  2.15  1.14
O  0.06  1.64  0.10
O  0.38  3.03  1.82
C  1.76  2.76  2.07
H  1.87  2.78  3.16
H  2.02  1.77  1.68
H  2.38  3.53  1.60
C  -2.61  1.70  0.86
H  -2.69  2.49  0.11
H  -2.44  0.74  0.35
C  -3.84  1.64  1.73
H  -3.86  0.71  2.32
H  -3.88  2.49  2.42
H  -4.73  1.66  1.09
Cs  0.18  -1.31  -2.30
O  -0.24  -3.67  0.35
C  -0.01  -4.16  1.60
H  -0.08  -5.27  1.66
H  1.00  -3.90  2.00
H  -0.73  -3.78  2.36


No. 8
ORCA calculation (wB97M-V/def2-TZVPD) on a cluster of 2 separate species, C5H11FN in total.

frontier orbital gap	0.4083	hartree
spin multiplicity	1
charge	+1
ΔE to the lowest compared entry with this formula, charge and spin	23.1	kcal per mole

Positions of all 18 atoms, in Å:
C  -0.83  -1.04  -1.08
C  -1.33  0.35  -1.13
C  0.45  -0.94  -0.37
C  -0.30  1.20  -0.38
C  1.94  0.59  0.76
N  0.76  0.27  0.03
F  -0.75  -0.98  2.10
H  -1.42  -1.71  -0.47
H  -0.81  -1.52  -2.01
H  -1.43  0.72  -2.13
H  -2.28  0.31  -0.64
H  -1.49  -1.34  2.56
H  1.17  -1.64  0.17
H  0.15  1.94  -1.01
H  -0.63  1.80  0.48
H  1.68  0.54  1.91
H  2.70  -0.11  0.45
H  2.43  1.56  0.73


No. 9
ORCA calculation (wB97M-V/def2-TZVPD) on an isolated molecule of C5H11FN2.

frontier orbital gap	0.3420	hartree
structure (SMILES)	CN1CC(N)(CF)C1
spin multiplicity	1
ΔE to the lowest compared entry with this formula, charge and spin	104.5	kcal per mole

Positions of all 19 atoms, in Å:
C  0.65  -2.39  0.27
N  0.11  -1.12  -0.20
C  -0.77  -0.39  0.73
C  -0.18  0.83  0.02
N  0.35  1.81  0.96
C  -1.06  1.45  -1.11
F  -1.71  0.22  -1.69
C  0.92  0.05  -0.38
H  1.58  -2.85  -0.40
H  0.92  -2.35  1.36
H  -0.03  -3.49  0.19
H  -1.96  -0.50  0.59
H  -0.33  -0.42  1.80
H  1.30  2.14  0.40
H  -0.48  2.66  1.13
H  -1.76  2.18  -0.51
H  -0.63  1.97  -1.97
H  1.29  0.07  -1.47
H  1.78  0.13  0.31


No. 10
ORCA calculation (wB97M-V/def2-TZVPD) on a structure of composition C5H11FN2.

frontier orbital gap	0.3163	hartree
spin multiplicity	1
ΔE to the lowest compared entry with this formula, charge and spin	191.4	kcal per mole

Positions of all 19 atoms, in Å:
C  2.84  -0.53  0.09
C  0.53  -0.88  0.89
C  -0.57  -0.05  0.04
C  -1.03  1.17  0.79
C  0.51  0.10  -1.04
H  3.73  -0.99  -0.73
H  3.01  -1.22  1.26
H  3.12  0.55  0.31
H  -0.12  -1.82  1.09
H  1.10  -0.33  1.75
H  -1.50  -0.79  -2.06
H  -2.72  -0.65  -0.05
H  -0.17  1.91  0.85
H  -1.42  0.92  1.82
H  0.29  0.04  -2.13
H  0.76  1.13  -1.18
N  1.45  -0.74  -0.32
N  -1.43  -1.03  -0.55
F  -2.22  1.65  0.06


No. 11
ORCA calculation (wB97M-V/def2-TZVPD) on a cluster of 2 separate species, C5H11FNO3 in total.

frontier orbital gap (spin up / spin down)	0.2823 / 0.3007	hartree
spin multiplicity	1
charge	+1
ΔE to the lowest compared entry with this formula, charge and spin	2.2	kcal per mole

Positions of all 21 atoms, in Å:
C  0.52  -3.25  0.94
C  1.30  -2.19  1.34
C  -1.14  1.45  -0.81
C  0.79  0.48  0.17
C  -2.30  2.60  -0.50
N  1.56  0.11  -1.09
O  -0.33  1.16  0.18
O  -0.44  -3.73  1.77
O  -1.79  3.91  -0.63
F  2.30  -1.81  0.52
H  0.72  -3.66  0.04
H  1.35  -1.84  2.34
H  -1.17  0.94  -1.71
H  1.53  0.84  0.94
H  -2.77  2.44  0.45
H  -3.17  2.57  -1.22
H  1.51  0.77  -1.88
H  1.31  -0.86  -1.37
H  2.56  0.05  -0.96
H  -1.03  -4.30  1.33
H  -1.31  4.33  0.15


No. 12
ORCA calculation (wB97M-V/def2-TZVPD) on a cluster of 2 separate species, C5H11FO2S in total.

frontier orbital gap	0.3587	hartree
spin multiplicity	1
ΔE to the lowest compared entry with this formula, charge and spin	0.0	kcal per mole

Positions of all 20 atoms, in Å:
C  0.07  0.15  -1.17
C  2.10  -1.06  -1.89
C  0.04  -2.32  -1.13
C  -1.84  0.99  1.92
C  0.69  -1.00  -1.39
O  -0.72  3.10  0.80
O  -0.44  2.63  3.26
F  -1.47  -0.32  1.99
S  -0.31  2.05  1.69
H  -0.94  0.18  -0.81
H  0.12  3.39  3.41
H  0.54  1.10  -1.36
H  2.48  -0.07  -2.12
H  2.16  -1.68  -2.78
H  2.74  -1.51  -1.13
H  -0.85  -2.20  -0.51
H  -0.25  -2.80  -2.07
H  0.73  -2.99  -0.61
H  -2.49  1.12  1.05
H  -2.34  1.26  2.85


| no. | F_max (eV/Å) |
| --- | --- |
| 1 | 4.2 |
| 2 | 5.6 |
| 3 | 1.6 |
| 4 | 3.8 |
| 5 | 5.2 |
| 6 | 2.8 |
| 7 | 2.0 |
| 8 | 3.9 |
| 9 | 6.0 |
| 10 | 7.0 |
| 11 | 5.1 |
| 12 | 1.3 |